Below is a structure of composition C7H20Br2KNO3P3Si2, with properties calculated with ωB97M-V/def2-TZVPD.

Results
LUMO level: -0.144 Ha
Highest occupied orbital energy: -0.38228 Ha

The geometry in ORCA input format:
```
! wB97M-V def2-TZVPD RIJCOSX def2/J DEFGRID3
* xyz 1 1
C 1.43045 0.53611 3.01002
C 0.39520 0.00359 2.39171
C 0.51430 -1.19276 1.43039
Si -0.83308 -1.28227 0.09921
O -0.66435 -0.13465 -1.16647
Si -1.06450 1.44402 -0.76944
C 0.41469 2.54134 -1.34634
Br 0.96208 1.82795 -3.11656
C 1.61567 2.53980 -0.33110
C 2.56879 1.27069 -0.41545
P -2.85318 2.12779 -1.96824
O -2.23772 2.89481 -3.32496
Br -3.92306 3.71961 -0.81256
P -2.82747 -1.21516 1.12175
N -2.70953 -2.35944 2.23680
P -0.83181 -3.28156 -0.91822
C 0.37055 -4.42682 -0.06840
O -0.26803 -2.97994 -2.49387
H 2.41190 0.04369 3.03181
H 1.35481 1.51232 3.50192
H -0.56449 0.50302 2.58945
H 1.49644 -1.14944 0.93217
H 0.38652 -2.10144 2.05246
H -1.30713 1.58693 0.68002
H 0.10450 3.59408 -1.46194
H 2.26719 3.42153 -0.52066
H 1.26782 2.65300 0.70800
H 3.56561 1.47800 -0.90342
H 2.09969 0.39035 -0.87860
H 2.80788 0.98271 0.62427
H -1.93935 3.79257 -3.09664
H -3.12928 0.07023 1.66160
H -3.84441 -1.62026 0.20835
H -3.41968 -3.06325 2.03593
H 0.95317 -3.97766 0.74702
H -0.20684 -5.30903 0.24701
H 1.06663 -4.79803 -0.84595
H 0.40558 -2.28660 -2.41063
K 4.16448 2.24415 -2.46042
*
```

Below is a structure of composition C5H7LiO3Pm, with properties calculated with ωB97M-V/def2-TZVPD.

Results
LUMO level (spin up / spin down): -0.670 / -0.670 Ha
⟨S²⟩: 8.755
Highest occupied orbital energy (spin up / spin down): -0.77325 / -0.77325 Ha

The geometry in ORCA input format:
```
! wB97M-V def2-TZVPD RIJCOSX def2/J DEFGRID3
* xyz 4 6
C 0.09823 2.39531 -3.78741
C 0.63894 1.68761 -4.61188
H -0.18093 3.03464 -2.96443
H 1.19851 1.25258 -5.42522
H 0.84337 -0.24002 -1.70288
O -1.40972 -0.03168 -0.79077
Li 2.35578 1.17728 0.07141
O 0.80489 0.11667 -0.74767
C -0.34690 -0.08134 -0.17173
O -0.32546 -0.24789 1.11442
C 0.08857 -1.44856 1.69514
C -0.40936 -1.67265 3.06140
H 1.08564 -1.76516 1.36865
H 0.04055 -0.94389 3.75977
H -0.12504 -2.67936 3.38874
H -1.50125 -1.56178 3.11328
Pm -3.84098 -0.26080 -0.80023
*
```

Below is the ion C3H14N4 with charge +2, with properties calculated with ωB97M-V/def2-TZVPD.

Results
SMILES: CC(C)(N[NH3+])N[NH3+]
LUMO level: -0.259 Ha
Energy above the lowest of the compared OMol25 structures with the same formula, charge and spin: 48.2 kcal per mole
Highest occupied orbital energy: -0.70431 Ha

The geometry in ORCA input format:
```
! wB97M-V def2-TZVPD RIJCOSX def2/J DEFGRID3
* xyz 2 1
C -0.48066 1.16271 1.21198
C 0.65110 1.10789 -0.96279
C 0.02722 0.25268 0.08600
N -0.96168 -0.88214 -0.37624
N 1.12537 -0.42810 0.76063
N -2.34928 -0.50933 -0.23882
N 2.11867 -1.11716 -0.07249
H -0.82043 0.51067 1.96627
H -1.13792 1.88737 0.79802
H 0.36853 1.62135 1.66528
H 0.03916 1.68262 -1.53328
H 1.38327 1.70752 -0.40052
H 1.03506 0.48583 -1.78604
H -0.92290 -1.29555 -1.32951
H 0.80551 -1.08252 1.38151
H -2.70272 -0.69038 0.66728
H -2.54023 0.50430 -0.46530
H -2.92719 -1.08659 -0.77685
H 2.67463 -1.75182 0.52079
H 2.87175 -0.41329 -0.32578
H 1.74273 -1.66606 -0.79013
*
```

| no. | maximum force (eV/Å) | E_tot (eV) |
| --- | --- | --- |
| 1 | 3.43 | -215242.9404 |
| 2 | 5.18 | -28149.0515 |
| 3 | 3.60 | -9278.5421 |